Formula: C33H45AlF4N4O4SSi2
Source: OMol25
Level of theory: ωB97M-V/def2-TZVPD

- Total energy: -93161.3061 eV
- Kohn-Sham gap: 7.326 eV
- Molar mass: 752.96 g/mol

Each line ends with the Mulliken charge.
Positions of all 94 atoms, in Å:
H: 1.359 4.267 1.208  0.35
H: -0.492 4.940 0.603  0.37
C: 2.538 -1.337 -3.958  0.79
C: -0.873 4.148 -0.040  -1.57
C: -2.796 -0.106 -1.546  -1.71
C: -1.212 -2.328 -3.667  -0.81
C: 0.213 2.898 2.475  -0.86
H: 3.856 -1.458 -0.444  0.06
C: -0.078 -2.191 2.957  -1.14
H: -1.644 4.588 -0.673  0.48
H: 2.658 -3.806 -5.704  0.35
H: -2.145 1.823 2.973  0.66
H: -0.878 -2.153 2.217  0.12
H: 5.495 1.020 2.764  0.39
H: 3.389 2.139 -0.487  0.14
H: 4.117 2.761 0.995  0.33
C: 4.047 1.888 0.344  -1.26
H: -0.077 3.790 -0.691  0.25
C: 1.455 1.743 -2.130  -0.07
H: 1.913 -0.952 -1.948  0.10
C: 2.652 0.515 -5.502  -1.24
H: -0.224 -0.350 -3.363  0.76
H: -0.187 -2.798 -0.083  -1.56
H: 0.451 2.234 3.308  0.53
H: 3.851 -2.409 3.291  0.34
N: -0.663 -1.263 -1.460  0.42
H: -0.312 -1.470 3.746  0.34
O: 2.718 -2.694 -3.968  -0.62
C: 2.240 1.340 -4.452  -0.69
C: 1.504 3.446 1.902  -1.02
C: 4.509 0.588 2.955  -1.40
Si: 3.616 0.328 1.318  1.29
H: 2.100 2.400 -4.612  0.53
H: 2.531 -3.347 3.984  0.33
O: 1.365 2.939 -2.267  -0.77
H: 0.381 -5.898 -3.177  0.20
C: -2.074 -3.235 -0.915  -0.03
H: 1.119 -6.109 -4.734  0.25
F: -2.344 -3.917 0.212  -0.42
H: 3.000 -3.471 0.925  0.56
F: -4.187 -3.607 -1.789  -0.39
H: 4.646 -0.319 3.539  0.34
H: 2.843 0.904 -6.492  0.45
C: -0.934 -1.036 -2.912  -1.25
C: 2.133 -0.545 -2.923  0.53
C: 1.969 -3.119 0.862  -0.70
H: -0.418 3.696 2.881  0.48
H: 2.770 -1.670 4.477  0.36
H: 2.142 3.793 2.716  0.49
C: 2.786 -0.822 -5.223  1.01
H: 4.301 -3.270 -5.165  0.26
H: 3.959 1.304 3.574  0.32
C: 0.047 -3.579 -2.063  -1.61
C: 0.332 -4.269 -4.420  0.10
H: 1.837 -2.711 -0.141  -0.26
H: 5.389 -0.696 -0.053  0.50
Al: 0.396 0.541 0.418  -4.72
H: -1.222 -2.121 -4.735  1.07
F: -2.926 -0.044 -3.958  -0.48
H: 4.714 -1.910 1.027  0.28
C: -2.309 0.304 1.426  -0.76
Si: 1.635 -1.871 2.243  0.96
H: 0.784 -4.284 -1.700  0.45
C: 3.244 -3.003 -5.258  -0.62
H: -3.489 -2.466 -3.823  0.74
C: -2.956 -3.082 -1.890  -0.12
H: 1.323 -3.995 0.971  0.60
N: -0.614 2.111 1.513  0.88
C: -1.525 3.027 0.744  -0.14
C: 1.976 0.827 -3.191  -0.45
H: 5.045 1.720 -0.069  0.55
H: -0.844 0.619 2.950  0.21
H: -3.106 0.813 0.888  0.40
H: -2.086 2.412 0.050  0.25
H: 1.539 0.482 2.587  -0.11
O: 1.098 1.103 -1.030  1.36
C: -0.279 -3.443 -3.349  0.22
C: 1.795 -0.083 1.675  1.84
F: -2.523 1.316 -1.670  -0.30
H: -2.753 -0.483 2.040  0.50
C: 4.459 -1.070 0.378  -0.87
C: -1.702 -0.578 -0.749  -0.48
H: 2.039 2.664 1.371  -0.12
S: 0.593 -3.684 -5.939  -0.36
C: -2.448 -0.731 -2.872  1.69
C: 2.815 -2.353 3.626  -1.43
O: 3.129 -1.832 -6.069  -0.50
H: -0.099 -3.182 3.418  0.55
H: -2.229 3.441 1.476  0.48
C: -2.693 -2.271 -3.107  -0.42
C: -0.664 -2.720 -1.054  2.59
N: -1.353 -0.285 0.492  1.86
C: -1.499 1.227 2.322  -0.67
N: 0.690 -5.508 -4.051  -0.32

Formula: C20H51ClNO22P6
Source: OMol25
Level of theory: ωB97M-V/def2-TZVPD

- Total energy: -136349.5419 eV
- Charge: +1
- Kohn-Sham gap: 6.217 eV
- Molar mass: 878.91 g/mol

Each line ends with the Mulliken charge.
Positions of all 101 atoms, in Å:
O: 4.095 -0.541 0.092  -0.43
H: -6.133 -3.463 2.937  0.31
C: 2.057 -2.439 0.477  -0.48
P: 2.431 2.038 -4.505  0.91
O: -8.435 -3.083 3.520  -0.26
H: 2.882 0.641 -1.300  0.09
H: -0.735 0.527 -4.460  0.32
C: 1.060 -1.845 -5.538  -0.39
O: -2.687 -0.809 0.345  -0.42
H: 1.154 9.279 3.154  0.27
H: 5.930 -1.939 3.409  0.27
O: -1.734 -2.286 -8.272  -0.40
H: 1.754 -1.873 -9.060  0.28
H: -1.281 -1.160 4.359  0.55
H: -1.186 6.096 5.646  0.30
O: 1.923 3.375 -4.898  -0.69
H: -0.163 8.201 2.644  0.30
H: -9.785 -2.839 1.994  0.24
H: 1.546 -2.962 -10.440  0.27
N: 0.164 0.353 4.359  0.01
H: 4.423 3.450 -6.071  0.31
C: -9.715 -3.386 2.930  -0.72
H: -6.050 -1.792 3.542  0.22
H: 1.318 2.111 1.782  0.40
H: 2.088 -1.658 -5.238  0.19
P: -2.176 -1.551 1.705  0.22
C: 0.870 1.251 3.691  -0.07
C: -0.109 1.419 -4.423  -0.59
C: 0.900 8.409 2.552  -0.63
H: -4.799 -2.962 3.983  0.27
O: 1.704 7.290 2.961  -0.38
H: 4.674 1.696 -6.269  0.32
O: 3.342 -2.860 0.060  -0.44
C: 1.560 -2.902 -9.354  -0.60
H: -3.392 -0.420 3.020  0.33
H: 1.390 -3.299 0.436  0.35
C: 3.330 1.223 -2.095  -0.45
O: 1.184 1.045 -4.895  -0.27
P: -0.392 -2.806 -7.507  1.19
H: 6.677 -0.425 -0.899  0.26
C: -7.149 -5.035 7.063  -0.55
H: 8.028 -1.218 -0.066  0.26
H: 3.246 4.111 3.302  0.25
O: -3.416 -1.355 2.769  -0.31
H: 5.828 2.656 -5.333  0.24
H: 4.884 -3.339 3.694  0.25
H: -10.521 -3.070 3.592  0.31
H: -3.177 -2.781 -9.616  0.24
C: 2.688 4.674 2.552  -0.55
H: 0.535 -0.903 -5.588  0.11
C: -0.884 -0.371 2.402  0.26
P: 1.220 6.211 4.066  1.10
H: 6.060 -3.377 2.374  0.31
H: -2.304 0.069 0.229  0.34
C: -0.490 6.872 5.963  -0.72
H: 3.228 5.581 2.300  0.33
O: 1.367 4.938 3.026  -0.29
O: 2.261 5.896 5.079  -0.67
H: 0.153 6.495 6.757  0.31
P: 4.586 -1.890 0.494  0.89
H: 1.682 -1.679 -0.212  0.13
H: -0.075 1.785 -3.399  0.22
C: -0.145 0.568 1.654  -0.48
H: 3.992 0.579 -2.667  0.29
H: 1.547 1.883 4.246  0.50
O: 0.304 7.333 4.851  -0.28
O: 4.052 2.306 -4.364  -0.29
C: 5.374 -2.742 2.928  -0.68
O: 2.275 1.769 -2.907  -0.26
H: -9.803 -4.452 2.722  0.32
O: -9.006 -3.207 5.889  -0.66
O: 1.079 -2.486 -6.829  -0.33
H: -3.180 -3.760 -8.137  0.25
O: 0.298 -3.370 -8.869  -0.39
O: 4.356 -2.185 2.082  -0.33
H: -7.999 -4.956 7.737  0.25
C: 7.004 -1.340 -0.408  -0.70
H: 2.357 -3.544 -8.978  0.24
P: -8.073 -3.853 4.935  1.06
C: -2.548 -3.287 -8.886  -0.57
H: 6.964 -2.173 -1.107  0.33
H: -0.310 0.624 0.588  0.48
H: -6.509 -4.161 7.165  0.28
H: -0.535 2.178 -5.076  0.24
O: 6.185 -1.606 0.754  -0.26
H: -1.058 7.720 6.335  0.25
C: 0.748 1.379 2.330  -0.69
C: -0.711 -0.464 3.762  -0.23
H: 2.597 4.063 1.652  0.19
H: -1.949 -4.038 -9.396  0.29
C: 4.778 2.540 -5.589  -0.75
H: 0.588 -2.499 -4.802  0.38
H: 2.060 -2.048 1.494  0.26
O: -6.579 -3.192 4.967  -0.35
C: -5.860 -2.838 3.784  -0.58
H: 3.906 2.035 -1.651  0.32
H: -6.576 -5.926 7.316  0.24
H: 1.129 8.623 1.511  0.27
O: -0.905 -3.887 -6.625  -0.69
O: -7.610 -5.203 5.722  -0.39
Cl: 0.326 0.247 6.049  0.08

Formula: C4H10NO3
Source: OMol25
Level of theory: ωB97M-V/def2-TZVPD

- Total energy: -11942.7336 eV
- Charge: -1
- Kohn-Sham gap: 7.534 eV
- ΔE to the lowest compared entry with this formula, charge and spin: 2.6632 eV
- Molar mass: 120.13 g/mol

Each line ends with the Mulliken charge.
Positions of all 18 atoms, in Å:
O: -0.441 -3.174 -0.810  -0.75
H: -0.578 -1.023 1.390  0.37
H: -1.040 -3.302 -1.557  0.29
H: 1.627 0.860 -0.997  0.29
C: 1.557 1.218 0.048  -0.16
N: -0.769 1.255 -0.026  -0.33
H: -0.883 -2.314 -0.503  0.47
H: 0.328 1.533 1.711  0.31
C: 0.410 -0.600 1.282  -1.37
C: 0.321 0.874 0.855  0.45
H: -1.548 1.649 0.503  0.26
O: -1.692 -0.918 -0.582  -0.88
H: -0.516 0.234 -1.827  0.20
H: 1.028 -0.654 2.188  0.38
H: -2.131 0.855 -1.487  0.33
O: 2.409 2.013 0.413  -0.54
H: 0.851 -1.196 0.478  0.29
C: -1.296 0.285 -1.025  -0.61

Formula: C29H52FHgN5O2SSi2
Source: OMol25
Level of theory: ωB97M-V/def2-TZVPD

- Total energy: -75946.2172 eV
- 2S+1: 2
- Charge: -1
- Kohn-Sham gap (spin up / spin down): 5.016 / 5.054 eV
- ΔE to the lowest compared entry with this formula, charge and spin: 1.3711 eV
- Molar mass: 810.60 g/mol

Each line ends with the Mulliken charge.
Positions of all 93 atoms, in Å:
H: -1.479 0.765 -3.275  -0.29
H: 1.483 1.666 1.799  -0.17
C: -4.096 -2.076 -4.390  -1.20
H: -4.820 -1.258 -4.454  0.31
H: 2.337 -3.419 -5.091  0.33
H: -3.039 -0.432 5.426  0.21
H: 0.472 -0.302 -3.609  0.18
H: -0.186 3.391 5.240  0.29
O: 3.198 -2.426 1.568  -0.53
H: 2.964 0.426 -5.361  0.29
C: 4.030 -1.578 1.431  0.68
N: 3.980 -0.552 0.513  -0.22
H: 4.211 -1.724 -5.572  0.30
C: 1.390 2.266 2.711  -0.56
Si: 0.577 1.283 4.113  -0.26
C: 2.203 -2.335 -5.065  -0.11
H: -2.556 0.949 -0.368  0.18
H: 5.492 0.469 2.255  0.33
C: 2.855 -0.185 -6.259  -1.06
H: -3.118 -1.807 -6.287  0.39
H: 1.443 2.172 -1.308  0.20
Si: -2.497 1.610 3.349  -0.39
H: -1.511 -0.135 -5.669  0.24
C: 1.805 -0.011 4.715  -0.95
H: 0.786 3.142 2.462  0.26
C: 0.455 2.549 5.527  -1.22
H: 1.437 2.957 5.800  0.31
C: 6.036 -0.475 2.205  -0.77
S: -1.188 -3.114 -2.194  -0.37
C: -1.615 -0.283 -3.535  -0.51
H: -3.213 -0.031 1.629  0.08
H: 1.427 -3.328 -2.367  0.25
C: -1.068 0.577 3.778  0.92
C: -1.309 -0.802 4.176  0.28
C: -2.371 2.754 -1.490  -0.51
H: 3.501 0.242 -7.028  0.37
H: 2.609 0.464 -0.531  0.10
H: -4.581 -2.991 -4.738  0.37
H: 2.389 2.614 2.998  0.43
C: -1.859 1.642 -0.828  -0.11
C: -0.491 1.407 -0.753  -0.16
C: -2.520 -2.507 5.418  -0.50
H: 3.215 -2.185 -6.948  0.35
H: -1.401 2.782 1.440  -0.11
H: -3.831 -2.227 -3.343  0.25
H: 0.547 4.155 -2.497  0.40
H: 6.690 -0.479 1.327  0.30
H: -2.099 -2.536 -5.037  0.17
H: 2.324 -0.783 -3.561  0.24
H: -4.018 1.632 5.371  0.32
C: 2.331 -1.875 -3.611  -1.16
C: -0.037 -2.082 -2.835  -0.13
C: -2.370 -1.191 5.040  -0.50
H: -2.818 2.925 5.460  0.33
H: -3.055 0.360 -4.968  0.40
H: 2.027 -0.737 3.929  0.21
C: -3.484 2.383 4.781  -1.18
Hg: -0.050 -0.568 0.983  0.66
C: 3.204 -1.651 -5.995  -0.59
N: -0.469 -1.764 3.733  0.04
C: -1.976 3.094 2.313  -0.61
O: 5.155 -1.590 2.196  -0.37
N: 2.866 -0.486 -0.314  -0.10
H: 6.649 -0.583 3.095  0.26
H: -1.734 -4.519 5.195  0.38
H: -3.436 2.940 -1.555  0.44
H: -4.227 3.093 4.399  0.32
H: 1.376 -0.567 5.554  0.32
C: 0.365 2.313 -1.357  -0.31
H: -4.301 -0.099 3.011  0.38
H: 0.019 2.088 6.418  0.30
H: 1.186 -2.122 -5.406  0.08
H: -1.350 3.774 2.901  0.38
H: -3.316 -2.788 6.099  0.41
N: -0.307 -0.929 -3.481  0.45
H: 4.839 -0.128 0.206  0.25
N: 1.288 -2.405 -2.746  0.18
H: -2.244 -0.734 -2.769  0.48
H: 2.744 0.445 5.050  0.32
H: 3.286 -2.213 -3.204  0.59
H: 2.929 -1.072 -1.135  0.04
H: 1.821 -0.098 -6.601  0.25
C: -0.625 -3.032 4.098  -0.60
H: 0.097 -3.733 3.685  0.40
C: -3.744 0.583 2.364  -1.02
F: -1.963 4.734 -2.712  -0.39
C: -0.117 3.440 -2.025  -0.60
H: -4.469 1.207 1.829  0.40
H: -2.847 3.658 1.963  0.35
C: -2.855 -1.769 -5.226  -0.25
C: -2.262 -0.394 -4.915  -0.82
C: -1.632 -3.473 4.939  -0.61
C: -1.481 3.635 -2.074  0.30

Formula: C3H5N3O
Source: OMol25
Level of theory: ωB97M-V/def2-TZVPD

- Total energy: -9709.3692 eV
- SMILES: OCc1nc[nH]n1
- Kohn-Sham gap: 11.046 eV
- ΔE to the lowest compared entry with this formula, charge and spin: 1.2146 eV
- Molar mass: 99.09 g/mol

Each line ends with the Mulliken charge.
Positions of all 12 atoms, in Å:
N: 0.095 0.670 0.971  -0.56
H: -2.885 -0.307 0.722  0.23
C: 1.048 0.026 -1.288  -0.48
C: -1.094 0.537 1.508  -0.04
H: 1.495 1.020 -1.282  0.25
H: 0.565 -0.114 -2.270  0.26
O: 2.123 -0.867 -1.095  -0.52
H: 1.763 -1.759 -1.173  0.33
C: -0.025 0.027 -0.230  0.61
N: -1.219 -0.498 -0.442  -0.66
N: -1.887 -0.171 0.681  0.17
H: -1.431 0.942 2.458  0.41

What is the formula in the first record?
C33H45AlF4N4O4SSi2

The lowest molar mass belongs to which entry?
C3H5N3O